Arrangement a

# C3H8N2OS

A cluster of 2 separate species, C3H8N2OS in total (the ωB97M-V functional and the def2-TZVPD basis, the Open Molecules 2025 dataset).

Properties
net charge	0
HOMO-LUMO gap	9.05	eV
HOMO level	-0.301	Eh
SMILES	[H]/N=N/[H].C1COSC1

Element x y z (Å)
H: 4.54733 -0.34829 1.20692
N: 4.39209 -0.02045 0.23383
N: 3.22589 0.36862 0.11430
H: 3.05294 0.70137 -0.84895
C: -1.98239 0.15819 0.38340
C: -1.13487 0.98508 -0.58676
O: 0.19220 0.57343 -0.42405
S: 0.25162 -1.10528 -0.33650
C: -1.50258 -1.27488 0.18574
H: -1.77746 0.48220 1.40430
H: -3.04563 0.25878 0.17779
H: -1.47261 0.82018 -1.62141
H: -1.15898 2.05393 -0.36581
H: -1.54880 -1.87119 1.09248
H: -2.03876 -1.78169 -0.61528

---

Arrangement b

# C3H8N2OS

A structure of composition C3H8N2OS (the ωB97M-V functional and the def2-TZVPD basis, the Open Molecules 2025 dataset).

Properties
net charge	0
HOMO-LUMO gap	8.39	eV
HOMO level	-0.312	Eh

Element x y z (Å)
C: -2.56288 -0.76920 0.57580
C: 0.27211 -0.23286 -0.84826
C: 1.84956 0.44034 -0.74890
H: -2.76475 -1.07427 1.74759
H: -1.83158 -1.42085 0.11975
H: -3.51997 -0.88658 -0.07491
H: 0.37386 0.74137 0.55197
H: 2.69199 -0.48097 -1.42787
H: 1.74324 1.56131 -1.54616
H: 2.29492 1.73238 1.24401
H: 2.06675 -0.51372 1.41540
N: -0.47164 0.41510 0.00473
N: 2.13246 0.62878 0.67217
O: -0.17466 -1.00176 -1.69328
S: -2.09942 0.86093 0.00796

---

Arrangement c

# C3H8N2OS

The molecule C3H8N2OS (the ωB97M-V functional and the def2-TZVPD basis, the Open Molecules 2025 dataset).

Properties
net charge	0
HOMO-LUMO gap	9.97	eV
HOMO level	-0.341	Eh
SMILES	[H]/N=C\NOCCS

Element x y z (Å)
H: 2.13046 1.09883 -0.40875
N: 2.77212 0.33981 -0.32371
C: 2.17033 -0.69303 0.05403
N: 0.80978 -0.91925 0.16620
O: 0.14474 -0.19347 -0.90582
C: -0.52137 0.95935 -0.34469
C: -1.63329 0.52743 0.60797
S: -2.86079 -0.49374 -0.35041
H: 2.71237 -1.58383 0.34100
H: 0.59184 -1.91960 0.05256
H: -0.93670 1.49037 -1.18924
H: 0.17815 1.60258 0.22446
H: -1.23277 0.01926 1.45480
H: -2.23690 1.36213 0.95870
H: -2.08795 -1.59682 -0.33711

---

Arrangement d

# C3H8N2OS

A cluster of 2 separate species, C3H8N2OS in total (the ωB97M-V functional and the def2-TZVPD basis, the Open Molecules 2025 dataset).

Properties
net charge	0
HOMO-LUMO gap	8.91	eV
HOMO level	-0.325	Eh
SMILES	CN1SC1=O.CN

Element x y z (Å)
C: 2.07455 1.88053 0.40090
N: 0.66969 1.76628 0.11274
S: -0.54012 3.08094 0.44624
C: -0.30232 1.39283 0.93571
O: -0.82003 0.54518 1.56136
H: 2.50931 2.57236 -0.31689
H: 2.27775 2.23353 1.41573
H: 2.52015 0.89366 0.26449
C: -0.96476 -2.20550 -1.18940
N: -1.47687 -2.11768 0.16639
H: -1.10270 -1.29500 -1.79001
H: 0.10103 -2.43023 -1.14864
H: -1.46718 -3.03047 -1.69312
H: -1.01132 -1.38480 0.68640
H: -2.46718 -1.90162 0.14811

---

List of relative energies, unit kcal/mol: arrangement a 14.5; arrangement b 107.4; arrangement c 10.6; arrangement d 0.0

---

Arrangement a

# C6H9N2

The ion C6H9N2 with charge +1 (the ωB97M-V functional and the def2-TZVPD basis, the Open Molecules 2025 dataset).

Properties
net charge	+1
HOMO-LUMO gap (alpha / beta)	6.89 / 6.55	eV
HOMO level (alpha / beta)	-0.483 / -0.471	Eh

Element x y z (Å)
C: 1.14331 -0.83832 1.28146
C: 2.00803 0.03894 0.58293
C: 0.69426 0.96585 -1.24901
C: -0.65440 1.07476 -0.82448
C: -1.44609 -0.24816 -0.87694
C: -1.38670 -0.80397 0.62326
N: -0.11590 -0.88538 1.15779
N: 1.75625 0.80821 -0.52997
H: 1.73654 -1.32378 2.11507
H: 3.05723 -0.11181 0.75847
H: -0.82537 1.46833 0.17837
H: -1.25519 1.70422 -1.61977
H: -2.50259 -0.01638 -1.08329
H: -1.15747 -1.02682 -1.59155
H: -1.97097 -0.14878 1.35919
H: -1.70193 -1.88252 0.70713
H: 2.62100 1.22562 -0.98867

---

Arrangement b

# C6H9N2

A cluster of 2 separate species, C6H9N2 in total (the ωB97M-V functional and the def2-TZVPD basis, the Open Molecules 2025 dataset).

Properties
net charge	+1
HOMO-LUMO gap	11.81	eV
HOMO level	-0.565	Eh

Element x y z (Å)
C: -2.54581 1.59447 -0.59498
C: -1.79251 -1.99171 0.35174
C: -0.06847 -0.24725 -0.19917
C: 2.08448 0.63974 0.80698
C: 2.37780 0.42101 -0.57996
C: 0.93416 0.67250 -0.19943
N: -1.74563 1.16785 0.08939
N: -0.77961 -1.20332 -0.22323
H: -2.54005 -1.36739 0.83875
H: -3.34921 1.77103 -1.25864
H: -1.33409 -2.60679 1.13164
H: -2.30719 -2.58901 -0.37811
H: 2.24702 -0.24660 1.40044
H: 2.49645 1.60872 1.22702
H: 2.77896 1.22098 -1.12487
H: 2.79324 -0.48571 -0.85962
H: 0.75044 1.64147 -0.42796

---

List of relative energies, unit kcal/mol: arrangement a 60.9; arrangement b 0.0

---

Arrangement a

# C3H11N

A cluster of 2 separate species, C3H11N in total (the ωB97M-V functional and the def2-TZVPD basis, the Open Molecules 2025 dataset).

Properties
net charge	0
HOMO-LUMO gap	10.75	eV
HOMO level	-0.359	Eh
SMILES	CC.CN

Element x y z (Å)
C: 1.58617 -0.67977 -0.47283
C: 2.24947 -0.67874 0.91484
H: 1.07918 -1.55183 -0.58096
H: 0.84494 0.03342 -0.53783
H: 2.32949 -0.52699 -1.19623
H: 3.06807 -1.42922 1.01169
H: 1.56488 -1.00761 1.72245
H: 2.64450 0.28684 1.20258
C: -2.27257 0.32343 -0.02141
N: -2.27891 1.71281 -0.57599
H: -3.18556 -0.26105 -0.41260
H: -1.51827 -0.39719 -0.33656
H: -2.62954 0.41752 1.03323
H: -2.07794 1.51921 -1.51629
H: -1.40391 2.23916 -0.23409

---

Arrangement b

# C3H11N

A cluster of 2 separate species, C3H11N in total (the ωB97M-V functional and the def2-TZVPD basis, the Open Molecules 2025 dataset).

Properties
net charge	0
HOMO-LUMO gap	9.83	eV
HOMO level	-0.316	Eh
SMILES	CCN.C

Element x y z (Å)
C: -2.68544 1.62246 0.08454
C: -1.61714 2.11154 -0.84339
N: -0.32052 1.92596 -0.27204
H: -2.69439 0.53811 0.11815
H: -3.66826 1.85272 -0.30702
H: -2.55340 2.05303 1.07455
H: -1.71124 3.15432 -1.15159
H: -1.74199 1.54732 -1.78930
H: 0.52273 2.21717 -0.71955
H: -0.24686 1.16243 0.36926
C: 3.97735 -4.86806 0.87783
H: 4.64147 -5.58916 0.40620
H: 3.26829 -5.37177 1.53357
H: 4.52755 -4.15736 1.48596
H: 3.50139 -4.33197 0.06423

---

List of relative energies, unit kcal/mol: arrangement a 17.7; arrangement b 0.0

---

Arrangement a

# C3H10N2O2

A cluster of 2 separate species, C3H10N2O2 in total (the ωB97M-V functional and the def2-TZVPD basis, the Open Molecules 2025 dataset).

Properties
net charge	0
HOMO-LUMO gap	10.17	eV
HOMO level	-0.345	Eh
SMILES	NCCNC=O.O

Element x y z (Å)
N: 0.09577 1.35472 -2.51164
C: -0.40719 0.90804 -1.13607
C: 0.16168 -0.65080 -0.97393
N: 0.20085 -1.19975 0.39369
C: -0.79282 -1.05061 1.31820
O: -1.21849 -1.97477 2.00780
H: 0.62427 2.18029 -2.56227
H: -0.70073 1.49130 -3.09638
H: -0.11102 1.62289 -0.27191
H: -1.51881 0.64285 -0.97882
H: 1.16479 -0.49438 -1.36301
H: -0.36690 -1.15964 -1.73020
H: 0.70062 -2.04325 0.48774
H: -1.20431 -0.07132 1.18301
O: 1.26377 -0.07097 2.81543
H: 1.74795 0.48167 3.44508
H: 0.36056 0.03373 2.97329

---

Arrangement b

# C3H10N2O2

The molecule C3H10N2O2 (the ωB97M-V functional and the def2-TZVPD basis, the Open Molecules 2025 dataset).

Properties
net charge	0
HOMO-LUMO gap	10.02	eV
HOMO level	-0.334	Eh
SMILES	CN[C@](C)(O)NO

Element x y z (Å)
C: 1.67885 -0.84782 -0.33338
N: 0.56817 -0.16196 -0.97605
C: -0.65612 0.20868 -0.07167
C: -1.31797 -1.04048 0.49179
O: -1.54588 0.87235 -0.90439
N: -0.12908 1.05568 0.94159
O: 0.42145 2.24723 0.34562
H: 2.24376 -0.19232 0.34080
H: 2.38101 -1.20128 -1.09806
H: 1.35521 -1.72871 0.22822
H: 0.90540 0.73716 -1.31719
H: -1.50131 -1.75690 -0.31639
H: -0.70664 -1.52878 1.25446
H: -2.28917 -0.79606 0.93624
H: -1.51894 0.35524 -1.72502
H: -1.11579 1.40154 1.32588
H: 1.22706 2.37642 0.87754

---

Arrangement c

# C3H10N2O2

A cluster of 2 separate species, C3H10N2O2 in total (the ωB97M-V functional and the def2-TZVPD basis, the Open Molecules 2025 dataset).

Properties
net charge	0
HOMO-LUMO gap	9.88	eV
HOMO level	-0.331	Eh
SMILES	CNC(=O)CN.O

Element x y z (Å)
C: -0.13669 -2.00104 -0.74204
N: 0.39074 -0.67028 -1.09605
C: 0.53677 0.29554 -0.12472
O: 1.29551 0.22238 0.81912
C: 0.10761 1.69658 -0.60228
N: 0.76221 1.93864 -1.92104
H: 0.52049 -2.52929 -0.06272
H: -0.26438 -2.58590 -1.64704
H: -1.01937 -1.80271 -0.16076
H: 0.24722 -0.27129 -2.00960
H: -0.96469 1.66768 -0.80874
H: 0.45680 2.41018 0.13347
H: 1.70682 2.20173 -1.65341
H: 0.30353 2.77839 -2.26153
O: -1.04580 -1.17850 3.77598
H: -1.56491 -1.84098 4.23732
H: -1.33185 -0.33114 4.12405

---

Arrangement d

# C3H10N2O2

A cluster of 2 separate species, C3H10N2O2 in total (the ωB97M-V functional and the def2-TZVPD basis, the Open Molecules 2025 dataset).

Properties
net charge	0
HOMO-LUMO gap	10.41	eV
HOMO level	-0.354	Eh
SMILES	CC(=O)NCN.O

Element x y z (Å)
C: -2.13754 -0.47085 -0.25214
C: -0.92484 0.42372 -0.41566
O: -0.64495 0.98026 -1.45370
N: -0.21822 0.65303 0.76425
C: 1.13184 1.14969 0.57804
N: 1.96067 0.16702 -0.16699
H: -1.84184 -1.38385 0.25662
H: -2.76885 0.07301 0.45971
H: -2.62711 -0.55296 -1.21033
H: -0.15368 -0.20025 1.30912
H: 1.08976 2.10819 0.06332
H: 1.60937 1.26590 1.54861
H: 1.70431 0.27026 -1.15244
H: 2.90745 0.54752 -0.18337
O: 0.45311 -2.18217 0.80229
H: 1.26932 -1.73040 0.52490
H: 0.62237 -3.09542 1.03811

---

List of relative energies, unit kcal/mol: arrangement a 48.5; arrangement b 62.5; arrangement c 29.7; arrangement d 0.0